Density functional theory data (ωB97M-V/def2-TZVPD) for C44H37AsF6IMgN6O2PS2 as an isolated structure in a non-equilibrium geometry.

CARTESIAN COORDINATES (ANGSTROEM)
Mg (-0.0120, 0.8376, 0.0289)
C (0.6438, 4.3979, 0.4827)
C (-0.7538, 3.9000, 0.4419)
N (-1.1649, 2.6625, 0.3253)
C (-2.5428, 2.5798, 0.3771)
C (-3.1718, 3.7815, 0.5113)
S (-2.0315, 5.0450, 0.5967)
C (-3.3014, 1.3428, 0.2335)
C (-4.6151, 1.2425, 0.5877)
S (-5.2506, -0.2585, 0.1075)
C (-3.7014, -0.6916, -0.5230)
N (-2.7868, 0.2240, -0.3733)
C (-3.5447, -2.0259, -1.1740)
H (1.2987, 3.8665, -0.2036)
H (1.0396, 4.2669, 1.4907)
H (0.6760, 5.4648, 0.2677)
H (-4.2269, 3.9872, 0.5446)
H (-5.2389, 1.9499, 1.1056)
H (-4.5226, -2.4138, -1.4524)
H (-3.0873, -2.7398, -0.4865)
H (-2.9448, -1.9470, -2.0814)
N (-0.2491, -1.5296, -0.5745)
C (0.2074, -2.8754, -0.7844)
C (-0.6032, -3.7673, -1.4816)
C (-0.2304, -5.0890, -1.6511)
C (0.9539, -5.5517, -1.1131)
C (1.7781, -4.6819, -0.4242)
C (1.4383, -3.3395, -0.2793)
P (2.6358, -2.1353, 0.3477)
C (3.7713, -3.1479, 1.3136)
C (5.1373, -3.1452, 1.0273)
C (5.9869, -3.9852, 1.7266)
C (5.4822, -4.8215, 2.7125)
C (4.1262, -4.8140, 3.0092)
C (3.2686, -3.9735, 2.3215)
C (3.5422, -1.8081, -1.2592)
C (3.7309, -0.5291, -1.7602)
C (4.3260, -0.3476, -3.0012)
C (4.7372, -1.4413, -3.7446)
C (4.5919, -2.7210, -3.2256)
C (3.9940, -2.9077, -1.9907)
H (-1.1581, -1.4041, -0.9945)
H (-0.3492, -1.3758, 0.4260)
H (-1.5402, -3.4242, -1.8972)
H (-0.8876, -5.7649, -2.1810)
H (1.2455, -6.5851, -1.2403)
H (2.7035, -5.0526, -0.0036)
H (5.5297, -2.5025, 0.2539)
H (7.0449, -3.9774, 1.5029)
H (6.1523, -5.4729, 3.2571)
H (3.7372, -5.4642, 3.7813)
H (2.2124, -3.9526, 2.5519)
H (3.4543, 0.3325, -1.1708)
H (4.4746, 0.6527, -3.3874)
H (5.1877, -1.2993, -4.7178)
H (4.9512, -3.5775, -3.7805)
H (3.8913, -3.9040, -1.5890)
F (1.6025, 1.6350, 0.6036)
As (3.1947, 2.0887, 1.5958)
F (4.0273, 1.0673, 0.4831)
F (2.8961, 0.7554, 2.6252)
F (4.6233, 2.5332, 2.4043)
F (2.1637, 3.0467, 2.5901)
F (3.3203, 3.3648, 0.4339)
I (-1.6204, -1.5036, 8.5103)
C (-0.9803, -1.0971, 6.5513)
C (-1.9073, -0.6676, 5.6119)
C (-1.4993, -0.4531, 4.3070)
C (-0.1766, -0.6862, 3.9413)
C (0.7499, -1.0851, 4.8974)
C (0.3519, -1.2783, 6.2095)
C (0.1896, -0.6011, 2.5007)
O (1.0682, -1.4032, 2.0812)
O (-0.4851, 0.1740, 1.7545)
H (-2.9395, -0.5120, 5.8924)
H (-2.2066, -0.1268, 3.5559)
H (1.7820, -1.2312, 4.6069)
H (1.0756, -1.5783, 6.9542)
C (0.1755, 0.2889, -4.3676)
C (0.2718, 0.0852, -3.0050)
N (0.1279, 1.0683, -2.1062)
C (-0.0892, 2.2977, -2.5808)
C (-0.2041, 2.6012, -3.9322)
C (-0.0658, 1.5656, -4.8455)
C (-0.4470, 3.9922, -4.3735)
C (-1.5737, 4.6973, -4.2164)
C (-2.8526, 4.2262, -3.6530)
C (-3.8303, 5.1503, -3.2838)
C (-5.0085, 4.6534, -2.7564)
N (-5.2353, 3.3511, -2.6254)
C (-4.2635, 2.5503, -3.0432)
N (-3.0880, 2.9136, -3.5298)
H (0.2826, -0.5485, -5.0423)
H (0.4998, -0.8957, -2.6230)
H (-0.1787, 3.0943, -1.8577)
H (-0.1614, 1.7558, -5.9062)
H (0.3897, 4.4685, -4.8725)
H (-1.5896, 5.7272, -4.5515)
H (-3.6701, 6.2121, -3.4074)
H (-5.8069, 5.3139, -2.4359)
H (-4.4540, 1.4833, -2.9866)

Calculated total energy ... -6648.50036 Eh
Gap between HOMO and LUMO (alpha / beta) ... 8.044 / 5.650 eV
Total charge ... +1
Multiplicity ... 2

***

Density functional theory data (ωB97M-V/def2-TZVPD) for C44H37Br2N6O4PS2Y as an isolated structure.

CARTESIAN COORDINATES (ANGSTROEM)
Y (0.4363, -0.0935, -0.0902)
Br (2.9341, 5.4949, 3.7403)
C (2.3565, 3.9891, 2.7820)
C (2.0850, 2.8000, 3.4366)
C (1.6065, 1.7439, 2.6816)
N (1.4343, 1.7951, 1.3622)
C (1.7744, 2.9259, 0.7325)
C (2.2063, 4.0594, 1.4063)
C (1.7241, 2.9177, -0.7550)
C (2.6725, 3.6313, -1.4774)
C (2.6133, 3.5792, -2.8600)
Br (3.8815, 4.5009, -3.8895)
C (1.6277, 2.8232, -3.4798)
C (0.7637, 2.1137, -2.6695)
N (0.7959, 2.1499, -1.3356)
H (2.2062, 2.6995, 4.5031)
H (1.3378, 0.8169, 3.1732)
H (2.4177, 4.9717, 0.8729)
H (3.4495, 4.1850, -0.9752)
H (1.5577, 2.7543, -4.5537)
H (0.0288, 1.4535, -3.1140)
N (-1.8719, 1.0921, -0.5046)
C (-3.0808, 0.5169, -1.0448)
C (-4.3166, 1.0820, -0.7412)
C (-5.4695, 0.5635, -1.2988)
C (-5.4018, -0.5132, -2.1782)
C (-4.1786, -1.0801, -2.4712)
C (-3.0091, -0.5847, -1.8879)
P (-1.3887, -1.3293, -2.2172)
C (-1.6181, -3.0877, -1.7755)
C (-0.6682, -4.0166, -2.2027)
C (-0.7566, -5.3431, -1.8165)
C (-1.7928, -5.7592, -0.9927)
C (-2.7362, -4.8419, -0.5586)
C (-2.6530, -3.5140, -0.9485)
C (-1.3782, -1.2997, -4.0485)
C (-1.6040, -0.0576, -4.6446)
C (-1.6224, 0.0785, -6.0204)
C (-1.4189, -1.0326, -6.8273)
C (-1.2179, -2.2718, -6.2457)
C (-1.2002, -2.4087, -4.8642)
H (-2.0248, 1.3500, 0.4920)
H (-1.6548, 1.9610, -0.9954)
H (-4.3636, 1.9284, -0.0720)
H (-6.4241, 1.0057, -1.0594)
H (-6.3012, -0.9052, -2.6270)
H (-4.1189, -1.9184, -3.1530)
H (0.1506, -3.7193, -2.8456)
H (-0.0166, -6.0469, -2.1669)
H (-1.8662, -6.7935, -0.6923)
H (-3.5389, -5.1561, 0.0907)
H (-3.3874, -2.8094, -0.5834)
H (-1.8268, 0.8086, -4.0303)
H (-1.8078, 1.0459, -6.4626)
H (-1.4334, -0.9324, -7.9027)
H (-1.0791, -3.1447, -6.8654)
H (-1.0541, -3.3910, -4.4407)
S (-1.4666, 1.2935, 2.6304)
C (-1.0063, -0.3251, 2.7833)
N (-0.6676, -1.1837, 1.8141)
C (-0.5075, -2.4743, 2.3240)
C (-0.3231, -3.6310, 1.5718)
C (-0.1513, -4.8373, 2.2225)
C (-0.1720, -4.9143, 3.6159)
C (-0.3955, -3.7805, 4.3738)
C (-0.5704, -2.5716, 3.7153)
S (-0.9494, -1.0167, 4.3858)
H (-0.3320, -3.5928, 0.4916)
H (-0.0161, -5.7347, 1.6371)
H (-0.0359, -5.8666, 4.1058)
H (-0.4475, -3.8336, 5.4491)
O (5.1544, -6.6816, 0.1933)
C (3.8280, -6.8499, -0.2254)
N (3.5080, -6.1490, -1.4377)
C (3.0964, -4.8621, -1.5920)
O (2.7262, -4.4546, -2.6732)
C (3.0573, -3.9548, -0.4011)
C (3.9187, -3.9747, 0.6882)
C (3.7382, -3.0379, 1.6974)
C (2.7220, -2.1094, 1.5826)
N (1.8990, -2.0704, 0.5300)
C (2.0656, -2.9801, -0.4201)
H (5.7474, -7.1225, -0.4291)
H (3.2075, -6.4781, 0.5941)
H (3.5988, -7.9091, -0.3849)
H (3.5440, -6.6556, -2.3137)
H (4.7259, -4.6899, 0.7484)
H (4.3886, -3.0193, 2.5572)
H (2.5630, -1.3603, 2.3491)
H (1.4099, -2.9216, -1.2781)
C (4.1493, -0.2333, -2.2606)
C (2.9086, -0.1127, -1.4277)
O (1.7931, -0.4806, -1.9339)
O (2.9417, 0.3139, -0.2524)
H (3.9620, 0.1388, -3.2634)
H (4.3963, -1.2912, -2.3549)
H (4.9799, 0.2933, -1.7989)

Relative energy (zero: lowest compared OMol25 entry of this formula, charge and spin) ... 0.476 eV
Calculated total energy ... -8652.61129 Eh
Gap between HOMO and LUMO ... 7.065 eV
Total charge ... +1

***

Density functional theory data (ωB97M-V/def2-TZVPD) for C44H37GeN2S4Ta as an isolated structure in a non-equilibrium geometry.

CARTESIAN COORDINATES (ANGSTROEM)
Ta (0.4599, 0.1709, 0.0279)
S (2.7154, 0.4513, -0.9023)
C (2.6215, -0.6598, -2.2410)
C (3.7665, -1.3678, -2.6019)
C (3.7527, -2.2306, -3.6776)
C (2.5916, -2.4039, -4.4195)
C (1.4484, -1.7078, -4.0789)
C (1.4624, -0.8422, -2.9965)
S (-0.0190, 0.0548, -2.5785)
C (-1.1567, -1.3396, -2.2540)
C (-2.0324, -1.1084, -1.0529)
C (-3.1372, -1.8945, -0.9208)
C (-3.8870, -1.8212, 0.2821)
C (-3.5658, -0.8826, 1.1947)
C (-2.4765, 0.0408, 0.9566)
C (-2.2713, 1.1230, 1.7379)
S (0.2607, -0.0085, 3.2581)
C (-0.1891, -1.7283, 3.0687)
C (-0.7370, -2.2181, 4.2557)
C (-1.1251, -3.5347, 4.3870)
C (-0.9930, -4.3959, 3.3086)
C (-0.4609, -3.9248, 2.1278)
C (-0.0433, -2.5988, 1.9894)
S (0.6904, -2.2346, 0.4340)
N (-1.6252, -0.2100, -0.1267)
H (4.6521, -1.2300, -2.0020)
H (4.6475, -2.7747, -3.9339)
H (2.5811, -3.0623, -5.2727)
H (0.5332, -1.8301, -4.6398)
H (-0.5307, -2.2273, -2.1075)
H (-1.7691, -1.4853, -3.1462)
H (-3.3898, -2.6139, -1.6836)
H (-4.6993, -2.5160, 0.4369)
H (-4.0994, -0.7968, 2.1286)
H (-2.8733, 1.2942, 2.6103)
H (-1.5085, 1.8448, 1.5029)
H (-0.8251, -1.5310, 5.0869)
H (-1.5148, -3.8933, 5.3265)
H (-1.2793, -5.4355, 3.3883)
H (-0.3443, -4.5849, 1.2809)
N (0.1665, 2.8645, -1.0123)
C (-0.0393, 4.1983, -0.5693)
C (-1.2375, 4.5346, 0.0548)
C (-1.4885, 5.8432, 0.4137)
C (-0.5578, 6.8341, 0.1500)
C (0.6541, 6.4958, -0.4261)
C (0.9154, 5.1848, -0.7856)
H (0.9807, 2.8118, -1.6225)
H (-0.6578, 2.5428, -1.5170)
H (-1.9756, 3.7682, 0.2493)
H (-2.4324, 6.0871, 0.8803)
H (-0.7883, 7.8630, 0.3798)
H (1.3968, 7.2548, -0.6175)
H (1.8653, 4.9287, -1.2348)
C (1.0431, 0.6828, 1.8888)
Ge (2.2562, 2.0809, 2.5889)
C (3.0553, 3.4857, 1.4133)
C (3.9363, 3.1838, 0.3836)
C (4.5761, 4.1827, -0.3270)
C (4.3969, 5.5101, 0.0248)
C (3.5543, 5.8243, 1.0778)
C (2.8738, 4.8221, 1.7480)
C (1.3072, 3.0777, 4.0300)
C (2.0343, 3.8421, 4.9331)
C (1.3951, 4.5661, 5.9243)
C (0.0145, 4.5230, 6.0359)
C (-0.7198, 3.7681, 5.1399)
C (-0.0757, 3.0620, 4.1394)
C (3.8067, 1.1191, 3.3937)
C (5.1112, 1.4843, 3.0871)
C (6.1847, 0.8101, 3.6433)
C (5.9666, -0.2462, 4.5105)
C (4.6700, -0.6187, 4.8238)
C (3.6001, 0.0614, 4.2700)
H (4.1325, 2.1509, 0.1376)
H (5.2313, 3.9202, -1.1453)
H (4.9116, 6.2917, -0.5143)
H (3.4242, 6.8528, 1.3808)
H (2.1930, 5.0793, 2.5468)
H (3.1137, 3.8690, 4.8500)
H (1.9737, 5.1644, 6.6123)
H (-0.4861, 5.0787, 6.8155)
H (-1.7970, 3.7269, 5.2145)
H (-0.6557, 2.4827, 3.4391)
H (5.2832, 2.3034, 2.4022)
H (7.1937, 1.1108, 3.4004)
H (6.8038, -0.7753, 4.9417)
H (4.4934, -1.4398, 5.5031)
H (2.5899, -0.2341, 4.5188)

Relative energy (zero: lowest compared OMol25 entry of this formula, charge and spin) ... 1.871 eV
Calculated total energy ... -5535.08635 Eh
Gap between HOMO and LUMO (alpha / beta) ... 6.413 / 6.413 eV